{"formula": "C4H11N2OS", "method": "the ωB97M-V functional and the def2-TZVPD basis", "total_charge": -1, "symbols": ["C", "C", "S", "N", "H", "H", "H", "H", "H", "H", "C", "N", "C", "O", "H", "H", "H", "H", "H"], "positions_angstrom": [[0.4262, 2.2669, -2.1469], [0.9914, 1.5206, -0.9114], [0.8370, -0.3076, -1.1013], [-0.9910, 1.9680, -2.4272], [0.9879, 1.9863, -3.0501], [0.6210, 3.3428, -2.0075], [0.5359, 1.8630, 0.0032], [2.0365, 1.7799, -0.8598], [-1.5939, 2.4368, -1.7745], [-1.1241, 0.9325, -2.4092], [-1.6124, -1.5505, 2.0289], [-0.4390, -1.7098, 1.3567], [0.6813, -2.4487, 1.9110], [-1.7686, -2.0742, 3.1584], [-2.3453, -0.9873, 1.4495], [-0.2391, -1.0924, 0.5617], [1.1958, -1.8889, 2.7069], [1.4462, -2.6288, 1.1756], [0.3545, -3.4085, 2.3361]]}


{"formula": "C4H11N2OS", "method": "the ωB97M-V functional and the def2-TZVPD basis", "total_charge": 1, "symbols": ["N", "C", "C", "S", "C", "N", "C", "O", "H", "H", "H", "H", "H", "H", "H", "H", "H", "H", "H"], "positions_angstrom": [[1.4572, 1.1608, 1.0543], [0.5120, 0.9740, -0.0096], [1.2198, 0.2088, -1.0869], [2.7534, 1.0391, -1.7793], [-0.6164, 0.1204, 0.6355], [-1.5612, -0.3202, -0.4900], [-2.0346, -1.7083, -0.1312], [-0.0658, -0.9516, 1.3551], [1.2364, 0.3750, 1.7512], [1.3448, 2.0952, 1.4720], [-1.1679, 0.7864, 1.3414], [0.1492, 1.9295, -0.4253], [1.6745, -0.6725, -0.6447], [0.5866, -0.0910, -1.9258], [3.3828, 0.9103, -0.6158], [-2.4046, 0.2697, -0.4182], [-1.2944, -2.4970, -0.1809], [-2.3228, -1.6317, 0.9184], [-2.8488, -1.9970, -0.8201]]}


{"formula": "C4H11N2PS2", "method": "the ωB97M-V functional and the def2-TZVPD basis", "smiles": "CC(C)(C)p1[nH]s[nH]s1", "total_charge": 0, "symbols": ["C", "C", "C", "C", "N", "N", "P", "S", "S", "H", "H", "H", "H", "H", "H", "H", "H", "H", "H", "H"], "positions_angstrom": [[-1.3433, -1.0813, 0.7274], [0.8056, -0.4115, 1.9074], [-0.3572, 1.2389, 0.5300], [-0.0577, -0.2705, 0.7254], [-0.1156, -0.8264, -1.9942], [0.8521, 1.4453, -2.5194], [1.1006, -0.8491, -0.6683], [0.2236, 0.1204, -3.3666], [2.1770, 0.9116, -1.2079], [-1.3341, -2.0893, 1.1028], [-2.0885, -0.5686, 1.2924], [-1.4774, -1.1348, -0.3163], [1.6198, 0.3208, 1.6691], [1.3189, -1.3648, 1.9191], [0.4986, -0.2218, 2.9280], [0.3570, 1.9094, 0.9170], [-0.6420, 1.4906, -0.5523], [-1.3041, 1.4264, 1.0025], [-0.3707, -1.7264, -2.2577], [0.1376, 1.6810, -1.8385]]}


{"formula": "C4H11N2S", "method": "the ωB97M-V functional and the def2-TZVPD basis", "total_charge": -1, "symbols": ["C", "C", "N", "N", "H", "H", "H", "H", "H", "H", "C", "C", "S", "H", "H", "H", "H", "H"], "positions_angstrom": [[0.5583, -1.0870, 1.7017], [1.6423, -0.3820, 1.9493], [1.6615, 0.6040, 2.9866], [0.4508, -1.9547, 0.5767], [-0.3076, -0.9369, 2.3422], [2.5293, -0.4756, 1.3342], [1.2006, 1.4638, 2.7310], [2.5882, 0.8060, 3.3254], [-0.1738, -1.5078, -0.1091], [-0.0202, -2.8101, 0.8553], [0.0387, 1.6019, -2.4625], [-1.0317, 0.5159, -2.5531], [-1.7680, 0.1257, -0.9287], [0.8331, 1.2944, -1.7823], [-0.4041, 2.5142, -2.0641], [0.4758, 1.8312, -3.4447], [-0.6059, -0.3872, -2.9913], [-1.8321, 0.8507, -3.2160]]}


{"formula": "C4H11N2S", "method": "the ωB97M-V functional and the def2-TZVPD basis", "total_charge": -1, "symbols": ["N", "C", "C", "S", "C", "N", "C", "H", "H", "H", "H", "H", "H", "H", "H", "H", "H", "H"], "positions_angstrom": [[1.4958, -2.0690, 2.7262], [1.0285, -1.8077, 1.5055], [-2.8176, 2.1367, -1.0050], [-1.2074, 2.0278, -1.8359], [0.4693, -0.5357, 1.0208], [0.0837, -0.3484, -0.3378], [1.2950, -0.3787, -1.1863], [2.3353, -1.5325, 2.9104], [-3.0228, 1.2448, -0.4023], [0.9093, -2.5922, 0.7326], [-2.8228, 2.9951, -0.3580], [-3.6418, 2.2625, -1.7394], [-0.1409, 0.0358, 1.7056], [1.6796, -0.7201, 1.0178], [-0.6051, 0.3966, -0.5920], [2.0463, 0.3062, -0.7613], [1.7867, -1.3506, -1.1722], [1.1288, -0.0707, -2.2286]]}


{"formula": "C4H11N2S", "method": "the ωB97M-V functional and the def2-TZVPD basis", "smiles": "CNC[C@H](N)C[S-]", "total_charge": -1, "symbols": ["N", "C", "C", "S", "C", "N", "C", "H", "H", "H", "H", "H", "H", "H", "H", "H", "H", "H"], "positions_angstrom": [[-0.9849, -0.9988, -1.3408], [-0.3117, 0.2692, -1.0924], [0.9461, 0.4638, -1.9392], [0.6656, 0.4226, -3.7254], [0.0871, 0.3998, 0.3849], [-0.7546, -0.2181, 1.3786], [-0.1945, -0.3089, 2.7044], [-0.9071, -1.1841, -2.3469], [-0.4272, -1.7005, -0.8732], [-0.9621, 1.1019, -1.3756], [1.4418, 1.4129, -1.6705], [1.7407, -0.2584, -1.6885], [0.2553, 1.4743, 0.5827], [1.0954, -0.0228, 0.5119], [-1.6708, 0.1770, 1.3656], [0.8119, -0.7274, 2.5941], [-0.7730, -0.9746, 3.3428], [-0.0579, 0.6719, 3.1875]]}


{"formula": "C4H11N2S", "method": "the ωB97M-V functional and the def2-TZVPD basis", "smiles": "NCNCCC[S-]", "total_charge": -1, "symbols": ["C", "N", "C", "N", "C", "C", "S", "H", "H", "H", "H", "H", "H", "H", "H", "H", "H", "H"], "positions_angstrom": [[-0.3100, -0.3810, 0.8394], [0.1384, -0.7969, -0.5670], [-0.7188, -0.6802, -1.6676], [-2.0061, -1.4016, -1.4601], [0.9324, 0.4072, 1.4018], [1.2430, 1.7123, 0.7210], [1.8587, 2.8173, 2.0303], [-1.2386, 0.2069, 0.8407], [-0.5579, -1.2314, 1.4966], [1.0702, -0.3587, -0.7384], [-0.2367, -1.2303, -2.5430], [-0.8171, 0.5698, -1.8837], [-2.0434, -2.1527, -2.1638], [-2.3468, -1.6235, -0.4690], [1.8062, -0.2520, 1.5625], [0.7863, 0.5880, 2.4730], [1.9125, 1.4029, -0.1163], [0.5278, 2.4040, 0.2437]]}


{"formula": "C4H11N2S", "method": "the ωB97M-V functional and the def2-TZVPD basis", "total_charge": -1, "symbols": ["N", "C", "C", "S", "C", "N", "C", "H", "H", "H", "H", "H", "H", "H", "H", "H", "H", "H"], "positions_angstrom": [[-2.8623, -2.1296, 0.8300], [-2.1873, -1.4400, -0.0145], [3.2786, 0.2338, -0.0672], [2.3846, 1.8049, -0.2670], [-0.8654, -0.7304, 0.1650], [-0.4488, 0.2595, -0.7874], [-0.8342, 1.5917, -0.2954], [-2.2819, -2.8582, 1.2615], [3.6232, -0.2201, -0.9984], [-2.7350, -1.1314, -0.9125], [2.7193, -0.5536, 0.4486], [4.1748, 0.3471, 0.5461], [-0.0644, -1.2069, 0.7288], [-1.6842, -0.1622, 0.7204], [0.5711, 0.3368, -0.8870], [-0.3180, 1.8168, 0.6455], [-1.9165, 1.6346, -0.1530], [-0.5537, 2.4073, -0.9634]]}


In the order shown, the computed E values come out to -20190.783, -20176.612, -38264.096, -18142.005, -18138.447, -18142.354, -18140.579, -18139.913 eV.
In the order shown, the computed HOMO level values come out to -3.26, -13.37, -8.17, -2.54, -2.85, -2.35, -2.31, -2.72 eV.
In the order shown, the computed energy above the lowest of the compared OMol25 structures with the same formula, charge and spin values come out to 1.340, 7.061, 1.436, 1.093, 4.652, 0.744, 2.519, 3.185 eV.